{
  "formula": "C46H53NOP2PdSSi",
  "method": "the ωB97M-V functional and the def2-TZVPD basis",
  "lumo_energy_ev": -0.456,
  "largest_force_ev_per_a": 1.4,
  "energy_ha": -3412.990671,
  "homo_ev": -6.8,
  "symbols": ["Pd", "C", "Si", "C", "C", "C", "C", "C", "C", "N", "C", "S", "H", "H", "H", "H", "H", "H", "H", "H", "H", "H", "H", "H", "C", "C", "P", "C", "C", "C", "C", "C", "C", "C", "C", "C", "C", "C", "C", "P", "C", "C", "C", "C", "C", "C", "C", "C", "C", "C", "C", "C", "H", "H", "H", "H", "H", "H", "H", "H", "H", "H", "H", "H", "H", "H", "H", "H", "H", "H", "H", "H", "H", "H", "H", "H", "C", "C", "C", "C", "C", "C", "C", "C", "C", "C", "C", "C", "O", "H", "H", "H", "H", "H", "H", "H", "H", "H", "H", "H", "H", "H", "H", "H", "H", "H"],
  "coordinates": [[-0.2913, -0.2637, -0.2190], [-0.4066, 6.7154, -2.3826], [-1.1089, 5.7777, -0.9367], [-2.9456, 5.6877, -1.1057], [-0.7124, 6.7120, 0.6210], [-0.1132, 4.1754, -0.8377], [1.2462, 4.3691, -0.6700], [2.1318, 3.2986, -0.5742], [1.6033, 2.0348, -0.5785], [0.2807, 1.7817, -0.7262], [-0.5929, 2.8319, -0.9215], [-2.2090, 2.5189, -1.3539], [-0.9346, 7.6667, -2.5413], [-0.4906, 6.1194, -3.3007], [0.6560, 6.9416, -2.2236], [-3.3518, 6.7116, -1.0890], [-3.3925, 5.1116, -0.2888], [-3.2330, 5.2034, -2.0437], [-1.1628, 7.7139, 0.5936], [0.3703, 6.8333, 0.7507], [-1.1014, 6.1875, 1.5034], [1.6415, 5.3843, -0.6125], [3.1977, 3.4414, -0.4709], [2.2328, 1.1705, -0.4492], [-3.1445, -1.9080, 0.1403], [-2.2840, -2.4487, 1.2584], [-0.5741, -2.4587, 0.6272], [0.4922, -2.5650, 2.0967], [1.6098, -3.3956, 2.1161], [2.4125, -3.4675, 3.2490], [2.0892, -2.7232, 4.3697], [1.0044, -1.8521, 4.3375], [0.2318, -1.7449, 3.1940], [-0.5231, -4.0894, -0.1534], [-0.6668, -4.1974, -1.5381], [-0.6920, -5.4476, -2.1425], [-0.5760, -6.5894, -1.3644], [-0.4599, -6.4832, 0.0186], [-0.4339, -5.2388, 0.6289], [-2.5488, -0.2777, -0.5145], [-3.6400, 0.7397, 0.5153], [-5.0043, 0.8405, 0.2868], [-5.7853, 1.6453, 1.1139], [-5.2128, 2.3240, 2.1799], [-3.8480, 2.2021, 2.4255], [-3.0668, 1.4190, 1.5948], [-3.0405, -0.5618, -2.2607], [-4.2853, -1.0996, -2.5783], [-4.6393, -1.3404, -3.9049], [-3.7333, -1.0826, -4.9205], [-2.4663, -0.6009, -4.6094], [-2.1250, -0.3370, -3.2928], [-4.1744, -1.8059, 0.4704], [-3.1286, -2.5929, -0.7097], [-2.5874, -3.4597, 1.5108], [-2.3229, -1.8455, 2.1629], [1.8689, -3.9813, 1.2424], [3.2905, -4.1018, 3.2482], [2.7052, -2.7904, 5.2609], [0.7699, -1.2437, 5.2015], [-0.5655, -1.0177, 3.1575], [-0.7573, -3.3032, -2.1439], [-0.7932, -5.5260, -3.2195], [-0.5760, -7.5651, -1.8329], [-0.3915, -7.3756, 0.6280], [-0.3466, -5.1662, 1.7062], [-5.4694, 0.3312, -0.5494], [-6.8474, 1.7381, 0.9180], [-5.8265, 2.9503, 2.8170], [-3.3916, 2.7374, 3.2513], [-1.9985, 1.3634, 1.7527], [-4.9896, -1.3574, -1.7942], [-5.6198, -1.7388, -4.1363], [-4.0099, -1.2634, -5.9540], [-1.7472, -0.4137, -5.3981], [-1.1563, 0.0586, -3.0625], [1.8661, -2.6699, -2.0226], [3.2213, -2.0297, -1.7844], [3.3705, -0.7820, -2.6664], [3.6184, -1.7168, -0.3463], [4.8559, -2.2410, 0.0584], [5.4926, -1.8596, 1.2214], [4.9195, -0.8284, 1.9471], [3.6926, -0.2812, 1.5975], [3.2463, 1.0142, 2.2684], [3.3932, 1.0308, 3.7912], [4.0596, 2.1786, 1.6886], [2.9361, -0.8281, 0.5183], [1.6762, -0.3711, 0.3677], [1.8018, -3.0623, -3.0457], [1.0714, -1.9567, -1.9025], [1.7094, -3.5022, -1.3362], [3.9537, -2.7607, -2.1260], [2.5302, -0.0963, -2.5051], [3.3806, -1.0518, -3.7296], [4.2959, -0.2487, -2.4388], [5.3482, -2.9559, -0.5966], [6.4405, -2.2976, 1.5120], [5.4575, -0.4156, 2.8001], [2.2024, 1.1691, 2.0150], [4.4457, 0.9763, 4.0885], [2.8698, 0.1989, 4.2518], [2.9853, 1.9616, 4.2026], [5.1034, 2.1090, 2.0186], [3.6585, 3.1464, 2.0155], [4.0590, 2.1546, 0.5943]]
}

{
  "formula": "C46H54N7O4PbS2Se",
  "method": "the ωB97M-V functional and the def2-TZVPD basis",
  "lumo_energy_ev": 1.578,
  "largest_force_ev_per_a": 1.6,
  "charge": -1,
  "energy_ha": -5860.184461,
  "homo_ev": -4.8,
  "symbols": ["Pb", "C", "C", "C", "C", "C", "C", "C", "Se", "C", "C", "C", "C", "C", "C", "O", "C", "C", "C", "C", "C", "C", "C", "C", "C", "O", "C", "C", "C", "C", "C", "C", "H", "H", "H", "H", "H", "H", "H", "H", "H", "H", "H", "H", "H", "H", "H", "H", "H", "H", "H", "H", "H", "H", "H", "H", "H", "H", "H", "H", "H", "H", "H", "H", "H", "H", "H", "H", "H", "H", "H", "H", "S", "C", "C", "N", "C", "S", "C", "N", "C", "C", "N", "O", "C", "C", "N", "O", "H", "H", "H", "H", "H", "H", "H", "N", "C", "C", "C", "C", "C", "C", "C", "N", "C", "C", "N", "C", "H", "H", "H", "H", "H", "H", "H"],
  "coordinates": [[0.3149, 0.5066, -0.1175], [0.8971, 6.1349, 5.0606], [0.0407, 5.0462, 5.7244], [-1.1901, 5.7356, 6.3248], [0.8221, 4.3940, 6.8722], [-0.3077, 3.9964, 4.6770], [0.6982, 3.3762, 3.9539], [0.4007, 2.4603, 2.9614], [1.8647, 2.0584, 1.7122], [2.9913, 0.5703, 2.2771], [4.1869, 0.9168, 2.8863], [5.1606, -0.0353, 3.1110], [4.8511, -1.3555, 2.7711], [3.6660, -1.7384, 2.1849], [2.6964, -0.7420, 1.8410], [1.6417, -1.0310, 1.1654], [3.3787, -3.2028, 1.8605], [4.5099, -4.1543, 2.2734], [3.1433, -3.3736, 0.3541], [2.1134, -3.6252, 2.6207], [6.5588, 0.3034, 3.6056], [7.5486, -0.0403, 2.4816], [6.8981, -0.5249, 4.8512], [6.7268, 1.7914, 3.9266], [-0.9242, 2.0895, 2.6369], [-1.1807, 1.1795, 1.7430], [-1.9575, 2.7952, 3.3196], [-1.6161, 3.6897, 4.3183], [-3.4167, 2.6463, 2.8844], [-3.9697, 1.2903, 3.3382], [-3.4975, 2.7569, 1.3554], [-4.3264, 3.7408, 3.4625], [1.1446, 6.9165, 5.7778], [0.3488, 6.5765, 4.2319], [1.8190, 5.7240, 4.6633], [-0.8608, 6.4533, 7.0761], [-1.8544, 5.0244, 6.8123], [-1.7457, 6.2721, 5.5580], [1.1417, 5.1518, 7.5874], [1.7004, 3.8751, 6.4985], [0.1945, 3.6729, 7.3939], [1.7401, 3.5969, 4.1385], [4.3369, 1.9546, 3.1455], [5.5920, -2.1154, 2.9656], [5.4321, -3.9371, 1.7367], [4.2156, -5.1772, 2.0353], [4.7000, -4.0989, 3.3441], [4.0367, -3.1180, -0.2132], [2.3371, -2.7175, 0.0479], [2.8673, -4.4033, 0.1213], [2.2811, -3.5466, 3.6937], [1.8512, -4.6577, 2.3853], [1.2879, -2.9761, 2.3451], [7.5415, -1.1057, 2.2677], [8.5611, 0.2486, 2.7622], [7.2695, 0.4875, 1.5720], [6.8940, -1.5856, 4.6154], [6.1665, -0.3487, 5.6365], [7.8868, -0.2661, 5.2280], [6.5389, 2.3918, 3.0403], [7.7463, 1.9894, 4.2570], [6.0484, 2.1115, 4.7128], [-2.4063, 4.1968, 4.8423], [-3.3503, 0.4798, 2.9699], [-4.9835, 1.1560, 2.9626], [-3.9929, 1.2398, 4.4255], [-2.9071, 1.9771, 0.8890], [-3.1086, 3.7177, 1.0244], [-4.5275, 2.6622, 1.0161], [-4.4389, 3.6450, 4.5405], [-5.3159, 3.6481, 3.0168], [-3.9420, 4.7315, 3.2302], [2.4470, -0.4633, -2.2373], [1.9315, 0.4955, -3.6263], [2.2652, -0.0672, -4.8567], [2.5295, -0.5955, -5.8462], [1.2819, 1.7103, -3.5169], [0.8365, 2.5659, -2.1162], [0.8613, 2.3654, -4.6936], [0.4005, 2.9224, -5.5877], [-1.9188, -3.8657, 0.4821], [-1.1386, -2.6722, 0.0119], [-1.1511, -1.5286, 0.5722], [-1.9161, -1.2911, 1.6609], [-0.2379, -2.8099, -1.1349], [-0.1242, -4.1117, -1.8651], [0.4439, -1.7761, -1.4201], [1.4143, -1.8137, -2.3783], [-2.4299, -3.5964, 1.4030], [-1.2423, -4.6940, 0.6756], [-2.6504, -4.1747, -0.2639], [-1.6745, -0.3263, 1.8727], [-1.1022, -4.4736, -2.1764], [0.3374, -4.8548, -1.2176], [0.5085, -3.9757, -2.7405], [-5.8189, 3.1277, -8.9913], [-5.3866, 2.7680, -7.9914], [-4.8820, 2.3093, -6.7546], [-3.7376, 2.8851, -6.1972], [-3.2563, 2.4284, -4.9880], [-3.9182, 1.3974, -4.3238], [-5.0616, 0.8253, -4.8788], [-5.5426, 1.2747, -6.0888], [-3.4356, 0.9320, -3.0994], [-4.1774, 0.5160, -2.0201], [-3.2831, 0.1497, -1.0634], [-2.0180, 0.3151, -1.5342], [-2.1322, 0.7851, -2.7405], [-3.2333, 3.6873, -6.7141], [-2.3761, 2.8720, -4.5492], [-5.5572, 0.0215, -4.3575], [-6.4202, 0.8256, -6.5301], [-5.2481, 0.5590, -2.0083], [-3.4648, -0.2134, -0.0727], [-1.3215, 1.0008, -3.4071]]
}

Which formula does entry 1 have? C46H53NOP2PdSSi